# C80H205N35O10P10

A cluster of 15 separate species, C80H205N35O10P10 in total at a distorted geometry (wB97M-V/def2-TZVPD, the OMol25 dataset).

As for the total energy: -251812.319 eV. As for the total charge: 0. For the max |F|, the calculation gives 3.85 eV Å⁻¹.

Each line ends with the Mulliken charge.
Atoms and positions in Å:
O -3.18 -5.40 -7.43  -0.9016
P -2.44 -4.12 -7.18  0.3025
N -2.87 -2.90 -8.28  0.4686
C -4.08 -2.95 -9.08  -1.1261
C -2.22 -1.61 -8.24  -0.9449
N -0.79 -4.21 -7.30  0.8193
C 0.20 -3.41 -6.60  -1.1216
C -0.30 -5.01 -8.44  -1.1883
N -2.56 -3.50 -5.65  0.8611
C -3.78 -2.81 -5.28  -1.1755
C -2.20 -4.44 -4.56  -0.9464
H -4.50 -3.96 -8.91  0.3572
H -3.89 -2.87 -10.14  0.3811
H -4.81 -2.18 -8.88  0.3158
H -1.71 -1.38 -7.30  0.1011
H -2.94 -0.83 -8.44  0.4197
H -1.45 -1.39 -9.05  0.1411
H -0.28 -2.92 -5.78  0.3836
H 1.06 -4.01 -6.29  0.1789
H 0.57 -2.63 -7.25  0.3596
H 0.59 -5.61 -8.20  0.2645
H -1.15 -5.56 -8.86  0.3239
H -0.07 -4.29 -9.29  0.3213
H -3.64 -2.29 -4.35  0.1714
H -3.98 -1.97 -5.95  0.2281
H -4.59 -3.44 -5.18  0.4401
H -1.45 -5.15 -4.97  -0.0382
H -3.05 -5.10 -4.34  0.4052
H -1.80 -3.96 -3.67  0.1766
O 1.99 -8.98 -2.15  -0.9345
P 0.83 -8.03 -2.06  0.2118
N 0.62 -7.04 -3.36  0.8096
C 0.22 -7.62 -4.66  -1.2276
C 1.60 -5.92 -3.62  -0.9938
N 1.01 -6.98 -0.77  0.2986
C -0.01 -6.04 -0.39  -0.2420
C 2.19 -7.09 0.06  -1.0693
N -0.60 -8.86 -1.86  0.5016
C -1.87 -8.15 -2.05  -0.6860
C -0.61 -10.27 -1.63  -1.1508
H 0.10 -8.70 -4.70  0.4098
H 0.81 -7.31 -5.55  0.3799
H -0.81 -7.30 -4.90  0.3234
H 2.62 -6.32 -3.81  0.2913
H 1.73 -5.24 -2.76  0.1469
H 1.22 -5.26 -4.40  0.3205
H -0.74 -6.49 0.29  0.2076
H 0.48 -5.16 0.01  0.2704
H -0.51 -5.70 -1.31  -0.2260
H 2.70 -6.14 0.23  0.2744
H 2.03 -7.60 1.03  0.3460
H 2.95 -7.73 -0.39  0.3715
H -2.46 -8.14 -1.13  0.4000
H -1.67 -7.10 -2.17  -0.1341
H -2.49 -8.56 -2.89  0.2830
H -1.15 -10.98 -2.28  0.2968
H -0.97 -10.45 -0.62  0.3757
H 0.40 -10.74 -1.54  0.3209
O 3.74 -2.01 5.24  -0.8472
P 3.57 -1.46 6.63  -0.6539
N 3.04 -2.44 7.78  0.6821
C 3.79 -3.68 7.95  -1.1824
C 1.78 -2.55 8.56  -1.3183
N 2.55 -0.19 6.69  0.9235
C 1.53 0.09 5.70  -0.5294
C 2.60 0.60 7.91  -0.9130
N 5.10 -1.00 7.27  0.7009
C 6.21 -0.38 6.56  -1.0275
C 5.36 -1.01 8.70  -1.2903
H 4.31 -3.96 7.03  0.3085
H 3.24 -4.60 8.18  0.4182
H 4.58 -3.55 8.70  0.2856
H 1.24 -1.71 8.30  0.4461
H 2.04 -2.52 9.65  0.2589
H 1.23 -3.45 8.27  0.4133
H 0.53 -0.03 6.15  -0.2150
H 1.62 1.13 5.44  0.6643
H 1.60 -0.57 4.84  -0.2955
H 1.56 0.89 8.19  0.1396
H 2.99 0.04 8.76  0.3791
H 3.21 1.49 7.81  0.2702
H 6.27 -0.70 5.52  0.1554
H 6.14 0.69 6.61  0.3058
H 7.17 -0.65 7.01  0.3704
H 6.32 -1.51 8.95  0.3005
H 4.61 -1.52 9.28  0.4096
H 5.45 -0.02 9.08  0.3953
O -1.32 1.10 7.58  -0.9326
P -2.34 1.93 6.98  0.5137
N -2.23 2.44 5.36  1.4080
C -2.49 1.49 4.32  0.1822
C -0.95 3.17 5.08  -0.8038
N -2.41 3.34 7.78  0.0735
C -2.97 4.60 7.27  -0.6966
C -1.69 3.48 9.05  -1.1330
N -3.74 1.04 7.02  0.2556
C -3.70 -0.44 7.12  -0.8966
C -5.03 1.54 6.55  -0.8224
H -1.79 0.67 4.32  0.2633
H -2.51 2.04 3.35  -0.8766
H -3.55 1.14 4.46  -0.2973
H -0.23 2.40 5.01  -0.2656
H -0.79 3.81 5.97  0.7389
H -1.03 3.78 4.19  0.0077
H -4.05 4.73 7.52  0.2165
H -2.39 5.40 7.74  0.3903
H -2.81 4.54 6.18  0.1070
H -0.95 4.22 8.92  0.4701
H -2.35 3.71 9.85  0.3250
H -1.12 2.54 9.26  0.2281
H -3.19 -0.79 8.05  0.1490
H -4.73 -0.85 7.07  0.3941
H -3.20 -0.76 6.21  0.2571
H -4.99 2.63 6.60  0.0941
H -5.81 1.33 7.32  0.3609
H -5.25 1.23 5.51  0.2933
O -5.77 -1.05 -0.07  0.0644
P -6.04 -2.50 0.30  -0.7200
N -7.61 -2.91 0.14  0.4236
C -8.34 -4.11 0.63  -1.2540
C -8.33 -2.30 -0.98  -1.0381
N -5.72 -2.81 1.92  0.3047
C -4.28 -3.06 2.21  -0.8697
C -6.36 -1.99 2.95  -1.1879
N -4.98 -3.50 -0.54  0.3535
C -4.98 -5.01 -0.65  -0.6631
C -3.73 -2.96 -1.12  -1.3409
H -7.89 -4.50 1.57  0.3537
H -8.38 -4.95 -0.04  0.3889
H -9.34 -3.79 0.93  0.4393
H -7.71 -2.06 -1.88  0.2549
H -8.91 -1.48 -0.55  0.2919
H -9.13 -3.05 -1.24  0.4371
H -3.71 -2.15 2.35  0.2621
H -4.18 -3.67 3.09  0.4998
H -3.80 -3.51 1.36  -0.0197
H -5.66 -1.80 3.77  0.4622
H -6.66 -1.03 2.54  0.2924
H -7.22 -2.52 3.36  0.2643
H -5.95 -5.47 -0.47  0.2981
H -4.68 -5.29 -1.69  0.1668
H -4.17 -5.42 0.01  0.2134
H -3.00 -3.63 -0.78  0.8393
H -3.41 -2.00 -0.79  -0.1985
H -3.80 -2.99 -2.19  0.4746
O -1.88 5.08 -3.44  -0.8916
P -0.41 5.36 -3.42  0.2956
N 0.55 4.00 -3.73  1.3236
C 0.40 2.85 -2.84  -0.7268
C 1.51 3.78 -4.79  -0.9529
N 0.04 5.93 -1.93  0.9844
C -0.94 6.87 -1.30  -0.7752
C 1.41 5.76 -1.43  -1.1378
N -0.01 6.50 -4.60  0.3925
C 1.09 7.49 -4.48  -0.9548
C -0.71 6.61 -5.90  -1.0588
H 1.39 2.71 -2.32  -0.0365
H 0.17 2.01 -3.50  0.0484
H -0.41 3.00 -2.09  0.0922
H 2.24 3.16 -4.36  0.2722
H 1.90 4.74 -5.15  0.3117
H 1.12 3.28 -5.63  0.1652
H -1.83 6.66 -1.90  0.2630
H -1.01 6.70 -0.25  0.0244
H -0.62 7.94 -1.32  0.2411
H 2.12 6.59 -1.62  0.1167
H 1.46 5.47 -0.36  0.2752
H 1.92 4.93 -1.97  0.2631
H 1.93 7.31 -5.15  0.3475
H 0.72 8.50 -4.63  0.3280
H 1.50 7.42 -3.52  0.1641
H -0.99 7.65 -6.02  0.3774
H -1.67 6.09 -5.87  0.2341
H -0.08 6.22 -6.72  0.2565
O 2.84 -1.25 -4.81  -0.9449
P 4.33 -1.41 -4.65  -0.7193
N 4.99 -0.30 -3.60  0.7858
C 4.36 1.03 -3.63  -1.3065
C 6.23 -0.43 -2.81  -0.8249
N 5.04 -1.04 -6.19  0.2075
C 6.52 -1.10 -6.36  -0.8569
C 4.28 -1.52 -7.36  -0.5687
N 4.81 -2.90 -4.00  0.3666
C 5.16 -3.91 -4.98  -0.6971
C 3.90 -3.41 -2.97  0.6141
H 4.92 1.79 -3.06  0.3149
H 3.35 1.10 -3.26  0.3235
H 4.35 1.46 -4.61  0.4223
H 6.95 0.25 -3.21  0.4797
H 6.65 -1.42 -2.75  0.4334
H 6.03 -0.15 -1.77  -0.0225
H 6.87 -2.11 -6.64  0.3651
H 6.79 -0.31 -7.09  0.3210
H 6.98 -0.82 -5.46  0.1979
H 4.65 -2.54 -7.61  0.3257
H 3.22 -1.59 -7.07  -0.1331
H 4.31 -0.90 -8.21  0.3263
H 5.67 -4.79 -4.56  0.3792
H 4.28 -4.37 -5.41  0.1881
H 5.70 -3.44 -5.79  0.1365
H 2.91 -3.64 -3.31  -0.3766
H 3.79 -2.57 -2.26  -0.8187
H 4.40 -4.29 -2.46  0.5331
O -6.92 4.88 1.85  -0.9664
P -5.85 4.36 0.98  -0.1936
N -4.38 4.35 1.79  0.9715
C -3.17 4.49 0.99  -0.8377
C -4.20 4.87 3.13  -1.4548
N -5.59 5.34 -0.39  0.7241
C -5.38 4.92 -1.73  -0.9567
C -6.10 6.68 -0.05  -1.1674
N -5.90 2.82 0.36  0.9983
C -6.92 2.43 -0.61  -1.5315
C -5.67 1.82 1.52  0.4657
H -2.39 3.84 1.44  -0.2188
H -2.82 5.53 0.98  0.4608
H -3.27 4.21 -0.08  0.1237
H -5.17 4.94 3.59  0.3866
H -3.74 5.81 3.08  0.3840
H -3.60 4.10 3.61  0.3798
H -6.36 4.80 -2.22  0.2842
H -4.84 5.64 -2.32  0.3925
H -5.03 3.89 -1.79  0.0851
H -7.04 6.96 -0.51  0.3747
H -6.10 6.96 0.98  0.3219
H -5.44 7.50 -0.51  0.2881
H -7.59 3.30 -0.78  0.4357
H -6.52 2.19 -1.55  0.3851
H -7.47 1.59 -0.27  0.4190
H -4.81 2.13 2.11  -0.3596
H -5.61 0.92 0.99  -0.4436
H -6.55 1.71 2.22  0.3308
O 0.39 -0.87 2.34  -0.0621
P 0.25 0.01 1.15  -1.8499
N 1.16 1.37 0.96  1.3714
C 1.12 2.37 1.97  0.0228
C 2.49 1.28 0.41  -0.0723
N -1.29 0.76 1.08  1.2296
C -2.35 -0.11 1.55  -0.8016
C -1.70 1.85 0.14  0.1698
N 0.64 -0.90 -0.18  1.7370
C 0.78 -2.35 -0.17  -0.4379
C 0.49 -0.29 -1.53  -0.4952
H 0.11 2.53 2.33  -0.3024
H 1.53 3.31 1.63  0.3921
H 1.85 2.01 2.78  -0.4337
H 2.65 0.51 -0.31  -0.4242
H 3.24 0.98 1.15  -0.4084
H 2.73 2.23 -0.04  0.5222
H -1.91 -0.76 2.32  0.5777
H -3.21 0.35 2.02  -0.3364
H -2.78 -0.61 0.67  -0.0410
H -1.74 1.61 -0.89  0.0046
H -2.68 2.09 0.45  -0.0772
H -0.98 2.71 0.35  -0.0215
H 1.60 -2.46 -0.89  -0.4996
H 1.10 -2.72 0.79  0.5266
H -0.07 -2.90 -0.56  0.0105
H -0.51 -0.50 -1.95  0.2023
H 1.23 -0.77 -2.28  0.1170
H 0.53 0.82 -1.47  -0.4298
O 5.16 3.13 0.14  -0.7862
P 6.28 3.09 1.14  0.9695
N 6.39 4.61 1.84  0.3093
C 7.13 4.92 3.01  -1.2926
C 6.07 5.68 0.99  -1.1543
N 7.70 2.88 0.33  0.2456
C 9.04 3.13 0.89  -0.9118
C 7.69 2.11 -0.90  -0.7161
N 6.26 2.08 2.47  0.3874
C 5.24 2.22 3.49  -1.0300
C 6.78 0.75 2.25  -0.9612
H 8.06 5.40 2.76  0.4083
H 7.32 4.01 3.58  0.3802
H 6.59 5.64 3.59  0.2780
H 6.97 6.21 0.76  0.2772
H 5.52 6.42 1.61  0.2516
H 5.40 5.30 0.20  0.2650
H 9.35 2.30 1.47  0.3190
H 9.69 3.43 0.08  0.3466
H 9.03 3.94 1.59  0.2119
H 6.75 2.30 -1.47  -0.1147
H 8.55 2.44 -1.47  0.4781
H 7.70 1.03 -0.58  0.2460
H 4.48 2.89 3.12  0.5281
H 4.79 1.20 3.75  0.1427
H 5.68 2.63 4.47  0.1794
H 7.78 0.77 1.72  0.1506
H 6.14 0.01 1.77  0.3762
H 7.09 0.32 3.22  0.3158
N -5.76 0.16 -2.98  1.0901
C -4.67 1.02 -3.16  -1.0157
C -4.73 1.60 -4.38  -0.4687
C -5.89 1.08 -4.95  -0.9628
C -6.58 0.32 -4.04  -0.7225
H -5.96 -0.33 -2.12  -0.2103
H -3.98 1.30 -2.31  0.5402
H -3.98 2.21 -4.84  0.8012
H -6.20 1.25 -5.98  0.4241
H -7.45 -0.30 -4.05  0.5192
N 4.35 -2.30 2.44  0.5409
C 3.72 -1.49 1.53  -0.5625
C 4.46 -1.62 0.41  1.8965
C 5.55 -2.52 0.59  -1.2021
C 5.48 -2.89 1.90  -1.4022
H 4.12 -2.46 3.39  0.2968
H 2.90 -0.96 1.80  0.2382
H 4.24 -1.12 -0.57  -0.6233
H 6.24 -2.78 -0.21  0.5145
H 6.08 -3.61 2.45  0.5067
N 1.15 0.59 -6.29  2.2490
C 1.41 1.05 -7.57  -0.6952
C 0.26 1.69 -8.01  -1.2930
C -0.74 1.58 -6.98  -0.2576
C -0.16 0.87 -5.97  -1.3484
H 1.74 -0.13 -5.86  -0.3852
H 2.39 0.95 -7.96  0.5335
H 0.18 2.29 -8.91  0.4144
H -1.67 2.16 -7.05  0.4618
H -0.57 0.59 -4.99  0.6628
N 1.21 7.75 5.71  0.0182
C 0.13 7.69 4.87  -0.7983
C 0.60 7.27 3.66  -0.1567
C 2.00 7.24 3.70  -0.5175
C 2.35 7.45 5.00  -0.5945
H 1.19 8.03 6.69  0.1991
H -0.91 7.93 5.15  0.3727
H -0.04 7.27 2.80  0.5754
H 2.68 7.00 2.89  0.4413
H 3.29 7.30 5.42  0.4508
N -0.64 -2.67 4.44  0.7482
C -0.66 -2.87 5.82  0.0069
C -1.64 -3.80 6.10  -0.9236
C -2.12 -4.24 4.83  -1.1659
C -1.50 -3.53 3.90  -0.9327
H 0.00 -2.03 3.93  -0.0809
H 0.03 -2.28 6.48  -0.1338
H -1.87 -4.21 7.08  0.4948
H -2.81 -5.08 4.74  0.5505
H -1.63 -3.44 2.89  1.3351